[1]
Here is a structure of composition C25H15CrIN8O2S2 from OMol25. Energies are from ωB97M-V with the def2-TZVPD basis set.

## Properties
ΔE to the lowest compared entry with this formula, charge and spin   38.5 kJ/mol
Spin multiplicity   4
Charge   -1
HOMO energy (spin up / spin down)   -4.491 / -4.689 eV
LUMO energy (spin up / spin down)   1.7457 / 1.7489 eV
HOMO-LUMO gap (spin up / spin down)   6.24 / 6.44 eV

Geometry as XYZ:
```
54
Properties=species:S:1:pos:R:3:nbo_charge:R:1
Cr 0.63 -0.13 0.55 0.991
O 2.35 3.00 2.52 -0.647
C 2.03 2.02 1.84 0.621
N 0.82 1.48 1.67 -0.646
C -0.29 1.79 2.44 0.075
C -0.30 2.57 3.60 -0.230
C -1.45 2.65 4.37 -0.233
C -2.59 1.96 4.00 -0.243
C -2.60 1.22 2.83 -0.238
C -1.46 1.14 2.03 0.220
N -1.41 0.36 0.83 -0.747
C -2.48 0.64 0.03 0.639
O -3.28 1.55 0.26 -0.653
C -2.80 -0.19 -1.20 0.113
C -3.93 0.17 -1.92 -0.209
C -4.29 -0.59 -3.02 -0.187
C -3.51 -1.68 -3.36 -0.257
C -2.40 -1.95 -2.58 0.039
N -2.06 -1.23 -1.52 -0.394
C 3.08 1.22 1.14 0.158
C 4.39 1.65 1.11 -0.217
C 5.36 0.84 0.55 -0.147
C 4.97 -0.40 0.05 -0.243
C 3.63 -0.75 0.11 0.054
N 2.68 0.03 0.63 -0.453
H 0.60 3.10 3.88 0.246
H -1.45 3.25 5.27 0.201
H -3.48 2.00 4.62 0.200
H -3.50 0.70 2.52 0.218
H -4.50 1.03 -1.61 0.244
H -5.16 -0.33 -3.61 0.206
H -3.75 -2.31 -4.21 0.210
H -1.75 -2.80 -2.80 0.196
H 4.61 2.62 1.54 0.250
H 6.39 1.15 0.50 0.216
H 5.68 -1.08 -0.39 0.224
H 3.31 -1.71 -0.27 0.240
S 0.97 -2.26 -0.57 -0.173
C 1.46 -1.67 -2.13 -0.306
C 1.96 -2.65 -3.03 0.280
N 2.37 -3.47 -3.73 -0.351
C 1.39 -0.36 -2.52 -0.286
S 0.78 0.94 -1.54 -0.101
C 1.83 -0.01 -3.83 0.281
N 2.20 0.27 -4.89 -0.340
I 2.21 -3.14 5.76 0.169
C 1.13 -2.27 4.22 -0.277
C -0.23 -2.10 4.17 -0.041
N -0.49 -1.50 2.99 -0.286
N 0.63 -1.26 2.30 -0.276
C 1.63 -1.73 3.03 -0.034
H -1.01 -2.35 4.87 0.236
H -1.36 -1.16 2.63 0.454
H 2.65 -1.68 2.69 0.235
```

=====

[2]
Here is a structure of composition C25H16BrLaN3O2S from OMol25. Energies are from ωB97M-V with the def2-TZVPD basis set.

## Properties
ΔE to the lowest compared entry with this formula, charge and spin   59.4 kJ/mol
Charge   -1
HOMO energy   -5.357 eV
LUMO energy   2.5791 eV
HOMO-LUMO gap   7.94 eV

Geometry as XYZ:
```
49
Properties=species:S:1:pos:R:3:lowdin_charge:R:1
La 0.09 -0.06 0.19 1.899
O 0.13 -1.26 2.08 -0.343
C 0.39 -0.94 3.34 -0.360
C -0.30 -1.56 4.39 -0.024
C -0.07 -1.21 5.70 -0.096
C 0.87 -0.23 6.03 -0.112
C 1.57 0.37 5.01 -0.066
C 1.36 0.04 3.67 -0.145
C 2.24 0.71 2.69 -0.082
N 2.16 0.53 1.43 -0.146
N 3.11 1.19 0.63 0.068
C 2.95 0.84 -0.61 -0.496
O 2.05 0.02 -1.09 -0.310
C 3.86 1.49 -1.61 -0.145
C 3.55 1.35 -2.96 -0.029
C 4.35 1.94 -3.93 -0.088
C 5.48 2.66 -3.56 -0.107
C 5.80 2.79 -2.21 -0.095
C 4.99 2.21 -1.24 -0.039
H -1.04 -2.31 4.12 0.111
H -0.64 -1.70 6.48 0.095
H 1.04 0.05 7.06 0.088
H 2.32 1.12 5.23 0.103
H 3.02 1.36 3.08 0.120
H 2.67 0.78 -3.23 0.099
H 4.10 1.83 -4.98 0.097
H 6.11 3.11 -4.31 0.093
H 6.68 3.34 -1.90 0.094
H 5.22 2.31 -0.19 0.103
Br -0.68 1.28 -2.66 0.797
C -2.06 0.12 -3.22 -0.600
C -2.59 0.37 -4.45 -0.152
C -3.67 -0.44 -4.91 -0.099
C -4.17 -1.42 -4.12 -0.054
C -3.61 -1.68 -2.83 -0.178
C -4.17 -2.68 -1.99 -0.066
C -3.64 -2.91 -0.76 -0.097
C -2.51 -2.16 -0.32 -0.173
C -1.90 -1.18 -1.07 -0.256
C -2.51 -0.93 -2.35 -0.248
H -2.21 1.18 -5.06 0.088
H -4.09 -0.25 -5.89 0.095
H -5.00 -2.03 -4.45 0.104
H -5.02 -3.26 -2.34 0.100
H -4.08 -3.66 -0.11 0.093
H -2.12 -2.41 0.67 0.068
S -3.18 2.67 2.63 0.436
C -1.89 2.23 1.70 -0.977
N -0.98 1.89 1.03 -0.168
```

=====

[3]
Here is a structure of composition C25H16Cl2MnN6O2 from OMol25. Energies are from ωB97M-V with the def2-TZVPD basis set.

## Properties
Spin multiplicity   2
HOMO energy (spin up / spin down)   -6.743 / -6.760 eV
LUMO energy (spin up / spin down)   -0.0653 / -0.0671 eV
HOMO-LUMO gap (spin up / spin down)   6.68 / 6.69 eV

Geometry as XYZ:
```
52
Properties=species:S:1:pos:R:3:nbo_charge:R:1
Mn 0.26 -0.02 0.14 0.966
Cl 0.30 5.79 3.76 0.000
C 0.82 4.46 2.77 -0.066
C -0.09 3.45 2.49 -0.275
C 0.28 2.38 1.69 0.197
N -0.50 1.26 1.37 -0.674
C -1.33 0.71 2.28 0.628
O -2.19 1.22 2.96 -0.605
C -0.90 -0.74 2.53 0.123
C -1.34 -1.43 3.64 -0.216
C -0.63 -2.54 4.05 -0.153
C 0.50 -2.92 3.34 -0.248
C 0.82 -2.21 2.20 0.063
N 0.12 -1.16 1.79 -0.465
C 1.58 2.31 1.17 0.125
C 2.48 3.33 1.45 -0.258
C 2.10 4.40 2.25 -0.072
Cl 3.28 5.63 2.60 0.001
N 1.87 1.19 0.35 -0.716
C 2.40 1.47 -0.87 0.667
O 3.56 1.64 -1.18 -0.572
C 1.30 1.61 -1.92 0.091
C 1.50 2.28 -3.11 -0.216
C 0.42 2.49 -3.95 -0.157
C -0.82 2.02 -3.56 -0.248
C -0.92 1.34 -2.36 0.067
N 0.12 1.13 -1.56 -0.435
H -1.10 3.50 2.88 0.253
H -2.19 -1.04 4.19 0.253
H -0.93 -3.09 4.94 0.224
H 1.11 -3.76 3.66 0.228
H 1.67 -2.50 1.59 0.213
H 3.49 3.27 1.06 0.241
H 2.50 2.64 -3.33 0.250
H 0.54 3.02 -4.89 0.225
H -1.70 2.17 -4.17 0.229
H -1.87 0.96 -2.01 0.207
N 2.09 -2.74 -2.52 -0.527
C 1.51 -1.58 -2.15 0.271
N 0.65 -1.72 -1.17 -0.536
C 0.66 -3.09 -0.88 0.070
C -0.12 -3.83 0.01 -0.192
C 0.09 -5.19 0.07 -0.223
C 1.04 -5.82 -0.75 -0.197
C 1.79 -5.11 -1.67 -0.249
C 1.56 -3.74 -1.72 0.155
H 2.76 -2.84 -3.25 0.429
H 1.75 -0.65 -2.64 0.225
H -0.87 -3.34 0.63 0.231
H -0.49 -5.78 0.76 0.222
H 1.19 -6.89 -0.66 0.222
H 2.51 -5.60 -2.31 0.224
```

=====

[4]
Here is a structure of composition C25H16Cl3F3N3O7RuS from OMol25. Energies are from ωB97M-V with the def2-TZVPD basis set.

## Properties
ΔE to the lowest compared entry with this formula, charge and spin   0.0 kJ/mol
Charge   +1
HOMO energy   -11.338 eV
LUMO energy   -5.0205 eV
HOMO-LUMO gap   6.32 eV

Geometry as XYZ:
```
59
Properties=species:S:1:pos:R:3:nbo_charge:R:1
Ru -1.10 -0.42 -1.48 1.261
O 2.18 0.20 -3.75 -0.517
C 1.09 0.26 -3.24 0.747
O 0.77 -0.37 -2.11 -0.583
C -0.04 1.12 -3.73 0.104
C -0.06 2.04 -4.77 -0.166
C -1.20 2.81 -4.92 -0.127
C -2.27 2.69 -4.03 -0.163
C -2.16 1.76 -3.02 0.100
N -1.09 1.00 -2.94 -0.347
C -3.09 1.55 -1.85 0.750
O -4.15 2.06 -1.72 -0.487
O -2.49 0.77 -0.91 -0.607
H 0.81 2.14 -5.41 0.266
H -1.25 3.53 -5.73 0.249
H -3.15 3.32 -4.10 0.266
F -3.15 -3.38 -4.30 -0.286
C -2.11 -3.68 -3.53 0.914
F -2.47 -4.63 -2.66 -0.291
F -1.12 -4.14 -4.28 -0.288
C -1.64 -2.44 -2.75 0.685
O -2.32 -1.37 -2.77 -0.535
O -0.60 -2.45 -2.08 -0.513
Cl -3.01 3.79 3.30 0.054
C -1.74 2.62 3.13 -0.010
C -1.20 2.02 4.25 -0.210
C -0.19 1.08 4.10 -0.188
C 0.29 0.72 2.85 0.009
C 1.32 -0.38 2.75 0.042
C 0.70 -1.76 3.11 -0.230
N -0.43 -1.95 2.20 -0.319
C -1.74 -1.61 2.46 -0.055
C -2.31 -1.33 1.26 -0.064
N -1.36 -1.50 0.28 -0.487
C -0.25 -1.90 0.87 0.229
O 2.41 -0.08 3.58 -0.522
C 3.69 -0.51 3.09 -0.084
C 3.89 -0.22 1.63 -0.158
C 3.90 1.03 1.09 -0.255
Cl 3.77 2.51 1.94 0.067
S 3.99 1.01 -0.62 0.505
C 4.05 -0.70 -0.64 -0.404
C 3.97 -1.22 0.61 -0.257
C -0.26 1.37 1.75 -0.039
Cl 0.36 1.08 0.13 0.132
C -1.27 2.31 1.87 -0.245
H -1.56 2.30 5.24 0.247
H 0.24 0.62 4.98 0.238
H 1.66 -0.44 1.71 0.211
H 0.34 -1.78 4.13 0.232
H 1.43 -2.56 2.97 0.229
H -2.13 -1.58 3.46 0.248
H -3.31 -1.01 1.03 0.254
H 0.69 -2.08 0.38 0.247
H 3.83 -1.58 3.27 0.183
H 4.41 0.03 3.70 0.227
H 4.13 -1.22 -1.58 0.260
H 4.00 -2.28 0.82 0.230
H -1.68 2.80 0.99 0.251
```

=====

Repeat the second record exactly.
Here is a structure of composition C25H16BrLaN3O2S from OMol25. Energies are from ωB97M-V with the def2-TZVPD basis set.

## Properties
ΔE to the lowest compared entry with this formula, charge and spin   59.4 kJ/mol
Charge   -1
HOMO energy   -5.357 eV
LUMO energy   2.5791 eV
HOMO-LUMO gap   7.94 eV

Geometry as XYZ:
```
49
Properties=species:S:1:pos:R:3:lowdin_charge:R:1
La 0.09 -0.06 0.19 1.899
O 0.13 -1.26 2.08 -0.343
C 0.39 -0.94 3.34 -0.360
C -0.30 -1.56 4.39 -0.024
C -0.07 -1.21 5.70 -0.096
C 0.87 -0.23 6.03 -0.112
C 1.57 0.37 5.01 -0.066
C 1.36 0.04 3.67 -0.145
C 2.24 0.71 2.69 -0.082
N 2.16 0.53 1.43 -0.146
N 3.11 1.19 0.63 0.068
C 2.95 0.84 -0.61 -0.496
O 2.05 0.02 -1.09 -0.310
C 3.86 1.49 -1.61 -0.145
C 3.55 1.35 -2.96 -0.029
C 4.35 1.94 -3.93 -0.088
C 5.48 2.66 -3.56 -0.107
C 5.80 2.79 -2.21 -0.095
C 4.99 2.21 -1.24 -0.039
H -1.04 -2.31 4.12 0.111
H -0.64 -1.70 6.48 0.095
H 1.04 0.05 7.06 0.088
H 2.32 1.12 5.23 0.103
H 3.02 1.36 3.08 0.120
H 2.67 0.78 -3.23 0.099
H 4.10 1.83 -4.98 0.097
H 6.11 3.11 -4.31 0.093
H 6.68 3.34 -1.90 0.094
H 5.22 2.31 -0.19 0.103
Br -0.68 1.28 -2.66 0.797
C -2.06 0.12 -3.22 -0.600
C -2.59 0.37 -4.45 -0.152
C -3.67 -0.44 -4.91 -0.099
C -4.17 -1.42 -4.12 -0.054
C -3.61 -1.68 -2.83 -0.178
C -4.17 -2.68 -1.99 -0.066
C -3.64 -2.91 -0.76 -0.097
C -2.51 -2.16 -0.32 -0.173
C -1.90 -1.18 -1.07 -0.256
C -2.51 -0.93 -2.35 -0.248
H -2.21 1.18 -5.06 0.088
H -4.09 -0.25 -5.89 0.095
H -5.00 -2.03 -4.45 0.104
H -5.02 -3.26 -2.34 0.100
H -4.08 -3.66 -0.11 0.093
H -2.12 -2.41 0.67 0.068
S -3.18 2.67 2.63 0.436
C -1.89 2.23 1.70 -0.977
N -0.98 1.89 1.03 -0.168
```

=====

What is the formula in the second record?
C25H16BrLaN3O2S